(1)
Molecular formula: C48H53AsN4PPtS2Si3
Method: DFT, the ωB97M-V functional and the def2-TZVPD basis

Properties
Expectation value of S²: 6.078
Net charge: +1
Max |F| (eV Å⁻¹): 0.14
ΔE to the lowest compared entry with this formula, charge and spin (eV): 0.0000
Spin multiplicity: 5
E_tot (Ha): -6441.1192
Highest occupied orbital energy (alpha / beta) (eV): -8.67 / -9.98

```
113
C48H53AsN4PPtS2Si3 the ωB97M-V functional and the def2-TZVPD basis
Pt 0.31080 0.04458 0.97799
C -1.66915 1.28946 4.97375
C -0.74465 0.82651 4.02407
N -0.88604 1.03241 2.73482
C -1.98160 1.68021 2.27716
C -2.97990 2.14156 3.14974
C -2.78436 1.94563 4.53380
C -4.15342 2.73729 2.61766
C -4.33341 2.81364 1.26097
C -3.34456 2.37012 0.37776
C -2.12879 1.86143 0.84495
N -1.09715 1.43924 0.08437
C -0.96300 1.64656 -1.26879
C -1.43540 2.74741 -1.96476
C -1.24355 2.86562 -3.35083
C -0.59561 1.88847 -4.05535
C -0.05365 0.76696 -3.38113
C 0.63846 -0.27485 -4.04406
C 1.15368 -1.31253 -3.32508
C 1.01734 -1.29961 -1.92278
N 0.38144 -0.34631 -1.29272
C -0.19099 0.66724 -1.98740
H -1.49636 1.10816 6.02494
H 0.13224 0.26203 4.32222
H -3.53239 2.30278 5.23073
H -4.91836 3.08994 3.29747
H -5.25633 3.20965 0.85996
H -3.54464 2.37862 -0.68298
H -1.91406 3.55408 -1.42774
H -1.62003 3.74269 -3.85934
H -0.47354 1.96849 -5.12807
H 0.74923 -0.23307 -5.12084
H 1.68041 -2.12654 -3.80243
H 1.45652 -2.07245 -1.29786
C 0.29722 4.55768 1.12788
Si 1.77976 3.93797 2.09198
C 1.39658 3.82402 3.92609
C 3.18516 5.14359 1.82957
As 2.31611 1.76594 1.31417
Si 3.56534 2.19609 -0.65372
C 2.46097 3.23438 -1.75736
C 3.97999 0.54902 -1.44462
C 5.17828 3.08516 -0.32802
Si 3.90233 0.93955 2.87106
C 2.97887 0.27517 4.35142
C 5.03128 2.31303 3.45904
C 4.88129 -0.36326 1.96197
H -0.12409 5.43694 1.62264
H -0.48954 3.80957 1.04433
H 0.59181 4.85231 0.11839
H 0.66454 4.58443 4.20890
H 2.29844 3.99815 4.51656
H 0.99708 2.85162 4.21032
H 2.93615 6.09022 2.31791
H 3.33647 5.35260 0.76925
H 4.12591 4.78815 2.25005
H 1.42264 2.89997 -1.72076
H 2.79518 3.17866 -2.79637
H 2.48896 4.28399 -1.45648
H 3.28632 -0.23515 -1.14806
H 4.98228 0.23426 -1.14748
H 3.96489 0.63041 -2.53433
H 5.04333 4.09450 0.05888
H 5.72597 3.15652 -1.27251
H 5.80757 2.52936 0.36910
H 2.55121 1.09365 4.93500
H 3.67413 -0.26529 4.99979
H 2.19089 -0.41672 4.05336
H 4.48388 3.05595 4.04240
H 5.54844 2.82609 2.64808
H 5.79002 1.87780 4.11602
H 4.21009 -1.06573 1.46670
H 5.51079 -0.92173 2.65952
H 5.53349 0.09228 1.21334
N 5.71606 -8.09565 3.28476
C 5.10760 -7.14990 3.04929
C 4.34360 -5.96869 2.75400
C 4.65144 -5.20370 1.63039
C 3.91046 -4.07348 1.34343
C 2.85093 -3.68330 2.17052
C 2.55709 -4.45762 3.29843
C 3.29388 -5.59041 3.58878
C 2.06705 -2.52839 1.85698
C 1.40039 -1.54771 1.58823
H 5.46975 -5.50205 0.98903
H 4.14191 -3.48027 0.46830
H 1.73953 -4.15987 3.94122
H 3.06225 -6.18839 4.45966
S -3.17622 -1.38731 -1.55482
P -2.54956 -2.79399 -0.28741
S -2.15155 -1.50770 1.19729
C -3.79575 -4.00096 0.18840
C -3.83297 -5.24029 -0.44944
C -4.82702 -6.15049 -0.12738
C -5.77797 -5.82848 0.83042
C -5.74009 -4.59565 1.46760
C -4.75278 -3.67860 1.14713
C -1.14750 -3.74502 -0.88160
C -0.26158 -4.29500 0.04184
C 0.78032 -5.09268 -0.40254
C 0.93056 -5.34497 -1.76134
C 0.04622 -4.79658 -2.68014
C -0.99345 -3.98835 -2.24229
H -3.08405 -5.50002 -1.18684
H -4.85510 -7.11313 -0.61981
H -6.54965 -6.54310 1.08447
H -6.48037 -4.34945 2.21694
H -4.71751 -2.71577 1.64038
H -0.37262 -4.08335 1.09860
H 1.47645 -5.51575 0.30910
H 1.74054 -5.97689 -2.10267
H 0.16368 -4.99914 -3.73695
H -1.67885 -3.53987 -2.95201
```

=====

(2)
Molecular formula: C35H79BN3O28
Method: DFT, the ωB97M-V functional and the def2-TZVPD basis

Properties
Expectation value of S²: 0.754
Max |F| (eV Å⁻¹): 6.36
Spin multiplicity: 2
E_tot (Ha): -3676.1243
Highest occupied orbital energy (alpha / beta) (eV): -9.31 / -9.31

```
146
C35H79BN3O28 the ωB97M-V functional and the def2-TZVPD basis
O 1.91644 -0.33964 0.76616
C 1.21590 0.10420 -0.09160
O 0.58526 -0.59225 -1.03378
B -0.07870 0.35064 -1.96752
O 0.05430 1.67673 -1.32641
C 0.80286 1.59564 -0.22460
O 1.11282 2.53802 0.52144
O -1.54814 0.13598 -2.05276
C -1.86892 -0.04432 -3.34247
O -2.95365 -0.15776 -3.90450
C -0.57537 0.01905 -4.11635
O 0.40259 0.26525 -3.28032
O -0.47209 -0.03281 -5.36347
C -3.62229 1.77668 -7.14118
N -4.07914 1.24912 -8.43133
O -4.48296 0.08619 -8.50008
O -4.00056 2.00309 -9.40662
H -3.39813 0.83033 -6.64897
H -4.49261 2.35664 -6.83411
H -2.73431 2.37403 -7.34800
C -2.11944 4.47925 -1.08585
N -1.84637 5.88166 -1.39251
O -2.03981 6.32098 -2.55515
O -1.46498 6.52223 -0.47967
H -1.75180 3.97573 -1.97995
H -3.18555 4.39294 -0.87598
H -1.54666 4.08142 -0.24814
C -3.64656 -3.99721 -4.43552
N -4.09539 -4.45701 -3.12918
O -3.94426 -3.72631 -2.17306
O -4.74075 -5.40309 -3.04848
H -4.46391 -4.05000 -5.15471
H -2.68259 -4.44982 -4.66791
H -3.53560 -2.91648 -4.34714
C 0.46093 1.79058 3.87565
O 1.21184 0.54040 3.98181
C 2.63272 0.67328 3.95772
C 3.38304 -0.66845 3.96027
O 3.04821 -1.52390 5.02671
C 3.25828 -1.07535 6.32070
H -0.60922 1.63520 3.73872
H 0.71368 2.35001 2.97495
H 0.65422 2.50618 4.67481
H 2.91576 1.29184 4.80941
H 2.81967 1.21567 3.03091
H 4.45028 -0.47376 4.06608
H 3.30110 -1.03111 2.93564
H 2.32929 -0.74053 6.78221
H 4.00784 -0.33484 6.59980
H 3.55513 -1.97025 6.86763
C -2.84519 1.53735 5.33824
O -3.39240 0.33873 4.79964
C -4.50247 0.65008 3.91842
C -4.24002 1.58778 2.76242
O -3.08461 1.14282 1.94814
C -2.49945 2.04372 1.15570
H -3.64436 2.08061 5.84252
H -2.50435 2.28235 4.61928
H -2.04998 1.50967 6.08322
H -5.32027 0.95859 4.56967
H -4.85305 -0.27741 3.46568
H -4.12939 2.60821 3.12928
H -5.15286 1.60028 2.16688
H -3.00428 2.97408 0.89555
H -2.33301 1.42517 0.27377
H -1.56650 2.42922 1.56693
C -0.06696 -5.97473 -3.40638
O -0.71056 -4.68481 -3.29194
C -0.15571 -3.57024 -4.07871
C 1.17348 -3.03366 -3.56247
O 2.16616 -3.97256 -3.61396
C 3.51742 -3.58569 -3.23389
H 0.93437 -5.89400 -2.98339
H 0.03368 -6.14251 -4.47868
H -0.44920 -6.78754 -2.78885
H -0.88890 -2.76417 -4.05082
H -0.26270 -3.76707 -5.14544
H 0.89778 -2.82854 -2.52805
H 1.47417 -2.09600 -4.02989
H 3.52532 -2.63609 -2.69882
H 3.99940 -3.45898 -4.20329
H 4.02319 -4.33359 -2.62320
C 0.03983 -2.62666 5.00549
O -0.54909 -2.85561 3.74251
C -0.59768 -1.67003 2.97767
C -1.55608 -1.82467 1.80479
O -1.25606 -3.17498 1.19754
C -1.70266 -3.17865 -0.19022
H -0.68091 -2.08901 5.62157
H 0.73815 -1.79115 4.95678
H 0.51355 -3.50390 5.44612
H 0.41705 -1.43706 2.65495
H -0.95769 -0.82834 3.56931
H -1.32938 -0.95007 1.19505
H -2.57139 -1.71413 2.18562
H -1.30730 -2.34688 -0.77327
H -2.78497 -3.18766 -0.31916
H -1.23919 -4.01241 -0.71762
C -0.49652 -6.15217 5.07296
O 0.04416 -5.52839 3.93649
C 1.39041 -5.92202 3.64503
C 2.06515 -4.81700 2.76227
O 1.14988 -4.22152 1.89290
C 1.77864 -3.53123 0.83016
H 0.19088 -6.40680 5.87965
H -1.02142 -7.07456 4.82443
H -1.28184 -5.66230 5.64862
H 1.31077 -6.91849 3.21051
H 2.09332 -6.13524 4.45036
H 2.98946 -5.15803 2.29595
H 2.35152 -4.04978 3.48163
H 1.15581 -2.91376 0.18293
H 2.10686 -4.26241 0.09141
H 2.65132 -2.98058 1.18130
C 4.31213 2.27434 -3.95355
O 3.61047 2.76669 -5.11517
C 2.69065 1.88842 -5.81260
C 3.47136 1.01262 -6.78054
O 4.33399 0.04094 -6.06139
C 5.01088 -0.88832 -6.80567
H 3.76632 2.16312 -3.01663
H 4.93771 3.11861 -3.66378
H 5.05030 1.50781 -4.18943
H 1.95430 2.59661 -6.19254
H 2.14729 1.19722 -5.16831
H 4.07103 1.53997 -7.52243
H 2.72106 0.52492 -7.40288
H 5.39401 -1.69704 -6.18336
H 5.76617 -0.32961 -7.35838
H 4.69133 -1.39160 -7.71820
C 0.69599 5.49528 1.77970
O 1.08385 5.55661 3.20989
C 0.05319 6.01748 4.05786
C -0.17189 7.55324 4.12647
O -0.29067 8.25640 2.90747
C -0.59890 9.68749 3.01528
H 1.43780 5.00674 1.14792
H 0.58156 6.55070 1.53249
H -0.25025 4.98243 1.60737
H 0.28695 5.70089 5.07433
H -0.89050 5.48983 3.91948
H 0.59614 8.05931 4.71138
H -1.11323 7.75777 4.63652
H -0.51996 10.23586 2.07658
H 0.11344 10.13177 3.71046
H -1.53815 9.72391 3.56717
```

=====

(3)
Molecular formula: C6H14BBrO5
Method: DFT, the ωB97M-V functional and the def2-TZVPD basis

Properties
Max |F| (eV Å⁻¹): 0.81
ΔE to the lowest compared entry with this formula, charge and spin (eV): 0.0000
Spin multiplicity: 1
E_tot (Ha): -3212.2093
Structure (SMILES): C[C@@H](Br)CCOC(=O)CB(O)O.O
Highest occupied orbital energy (eV): -10.49

```
27
C6H14BBrO5 the ωB97M-V functional and the def2-TZVPD basis
C -2.00281 -0.56355 -0.45809
C -0.61468 -0.81536 0.09526
Br -0.68872 -2.37058 1.30211
C 0.44068 -1.08958 -0.97466
C 1.14317 0.15420 -1.52142
O 0.25938 1.26876 -1.69547
C 0.16401 2.22487 -0.73651
O -0.91415 2.67612 -0.45880
C 1.43387 2.69628 -0.09176
B 1.54897 2.15573 1.40180
O 2.77921 1.87013 1.93898
O 0.42983 1.99837 2.16191
H -2.00454 0.39264 -0.98390
H -2.75024 -0.54448 0.33262
H -2.26246 -1.34692 -1.17284
H -0.30420 -0.00049 0.74823
H -0.02309 -1.64191 -1.79511
H 1.21785 -1.73844 -0.56843
H 2.00041 0.43149 -0.90485
H 1.53302 -0.07064 -2.51395
H 2.32575 2.49289 -0.67916
H 1.33388 3.78321 -0.00061
H 2.79870 1.04448 2.43274
H -0.36989 2.33167 1.72998
O -2.87412 -5.14412 0.72486
H -2.39707 -4.36621 1.03741
H -2.20275 -5.82858 0.64967
```